{
  "formula": "C3H4N4O",
  "method": "ωB97M-V/def2-TZVPD",
  "symbols": ["N", "N", "C", "C", "C", "O", "N", "N", "H", "H", "H", "H"],
  "xyz": [[-2.312, 0.001, -0.208], [-1.327, -0.912, 0.038], [-0.051, -0.718, 0.438], [0.394, 0.580, 0.565], [1.692, 0.835, 0.009], [2.493, -0.086, -0.220], [1.891, -1.506, -0.193], [0.753, -1.704, 0.284], [-2.094, 0.617, -0.959], [-3.272, -0.494, -0.299], [-0.090, 1.441, 0.879], [1.925, 1.946, -0.333]],
  "mulliken_charge": [-0.462, -0.306, 0.331, -0.433, 0.103, -0.244, -0.093, -0.136, 0.223, 0.261, 0.473, 0.283],
  "orbital_gap_ev": 7.27,
  "e_above_lowest_kj_mol": 659.0,
  "charge": 0,
  "smiles": "N/N=c1\\cconn1"
}

{
  "formula": "C11H14N4O",
  "method": "ωB97M-V/def2-TZVPD",
  "symbols": ["C", "C", "C", "C", "C", "C", "N", "O", "C", "C", "C", "N", "C", "N", "C", "N", "H", "H", "H", "H", "H", "H", "H", "H", "H", "H", "H", "H", "H", "H"],
  "xyz": [[0.471, -1.696, -3.902], [1.941, -1.433, -3.803], [2.381, 0.002, -3.330], [2.180, 0.003, -1.850], [2.001, 0.122, -0.634], [1.598, 0.142, 0.802], [2.504, 0.444, 1.784], [1.741, 0.538, 2.983], [0.400, 0.304, 2.547], [-0.717, -0.124, 3.543], [-2.170, -0.093, 2.889], [-3.317, -0.307, 3.896], [-3.106, -0.061, 5.168], [-1.787, 0.268, 5.701], [-0.680, 0.720, 4.944], [0.340, 0.078, 1.296], [0.351, -2.705, -4.190], [-0.062, -1.103, -4.551], [0.017, -1.517, -2.983], [2.182, -2.293, -3.135], [2.398, -1.582, -4.700], [3.423, 0.047, -3.514], [1.766, 0.796, -3.893], [-0.296, -1.069, 3.891], [-2.255, 0.671, 2.258], [-2.212, -0.971, 2.338], [-3.942, -0.246, 5.797], [-1.875, 0.618, 6.614], [-0.725, 1.807, 4.767], [0.282, 0.608, 5.412]],
  "mulliken_charge": [-1.388, -0.492, -0.415, 0.742, -0.390, -0.080, -0.357, -0.200, 0.001, 0.521, -0.764, -0.588, -0.082, -0.231, -0.746, -0.430, 0.358, 0.426, 0.377, 0.293, 0.421, 0.292, 0.269, 0.261, 0.463, 0.374, 0.411, 0.240, 0.313, 0.404],
  "orbital_gap_ev": 9.53,
  "e_above_lowest_kj_mol": 517.6,
  "charge": 0,
  "smiles": "CCCC#Cc1noc([C@@H]2CN=CNC2)n1"
}

{
  "formula": "C21H29N3O6S",
  "method": "ωB97M-V/def2-TZVPD",
  "symbols": ["C", "C", "C", "N", "C", "O", "C", "O", "C", "O", "C", "C", "C", "S", "O", "O", "N", "C", "C", "O", "C", "C", "C", "C", "C", "N", "C", "C", "C", "C", "C", "H", "H", "H", "H", "H", "H", "H", "H", "H", "H", "H", "H", "H", "H", "H", "H", "H", "H", "H", "H", "H", "H", "H", "H", "H", "H", "H", "H", "H"],
  "xyz": [[-6.795, -0.810, 0.129], [-5.974, -1.829, 0.293], [-4.758, -2.072, -0.545], [-3.581, -2.224, 0.286], [-2.758, -3.281, 0.197], [-2.913, -4.211, -0.563], [-1.568, -3.204, 1.172], [-0.659, -2.161, 0.829], [-0.919, -0.924, 1.262], [-1.923, -0.632, 1.882], [0.180, 0.013, 0.959], [1.483, -0.462, 1.080], [2.548, 0.407, 1.042], [4.217, -0.198, 1.179], [4.177, -1.573, 1.598], [4.999, 0.725, 1.948], [4.701, -0.037, -0.427], [4.250, -1.112, -1.290], [5.195, -2.317, -1.215], [6.526, -1.933, -1.485], [6.969, -0.959, -0.564], [6.097, 0.296, -0.637], [2.335, 1.772, 0.905], [1.059, 2.257, 0.755], [-0.057, 1.394, 0.736], [-1.305, 1.869, 0.484], [-1.716, 3.214, 0.818], [-1.983, 4.050, -0.434], [-3.056, 3.354, -1.266], [-2.609, 1.930, -1.576], [-2.291, 1.154, -0.291], [-7.665, -0.672, 0.747], [-6.639, -0.075, -0.645], [-6.143, -2.559, 1.073], [-4.861, -3.005, -1.108], [-4.612, -1.246, -1.252], [-3.392, -1.508, 0.979], [-0.996, -4.130, 1.102], [-1.937, -3.052, 2.193], [1.667, -1.511, 1.255], [3.246, -1.396, -0.974], [4.216, -0.725, -2.313], [4.934, -3.061, -1.970], [5.125, -2.760, -0.213], [8.003, -0.735, -0.832], [6.929, -1.362, 0.459], [6.379, 1.006, 0.139], [6.186, 0.763, -1.623], [3.190, 2.429, 0.909], [0.915, 3.316, 0.614], [-0.969, 3.680, 1.459], [-2.648, 3.136, 1.394], [-2.307, 5.050, -0.146], [-1.065, 4.140, -1.018], [-3.234, 3.902, -2.193], [-3.992, 3.330, -0.703], [-1.711, 1.961, -2.198], [-3.385, 1.399, -2.129], [-1.904, 0.173, -0.567], [-3.202, 1.017, 0.304]],
  "mulliken_charge": [-0.797, -0.064, -0.564, -0.108, 0.759, -0.670, -0.675, -0.345, 0.322, -0.699, 0.477, -0.157, -0.483, 1.495, -0.690, -0.774, 0.032, -0.532, -0.526, -0.417, -0.428, -0.755, -1.370, -0.655, 0.787, 0.250, -1.142, -0.563, -0.795, -0.840, -0.693, 0.272, 0.242, 0.312, 0.350, 0.211, 0.344, 0.314, 0.374, 0.698, 0.213, 0.391, 0.390, 0.326, 0.376, 0.311, 0.424, 0.347, 0.482, 0.405, 0.663, 0.359, 0.382, 0.283, 0.406, 0.311, 0.359, 0.339, 0.453, 0.285],
  "orbital_gap_ev": 8.52,
  "e_above_lowest_kj_mol": 264.7,
  "charge": 0,
  "smiles": "C=CCNC(=O)COC(=O)c1cc(S(=O)(=O)N2CCOCC2)ccc1N1CCCCC1"
}